Record 1
Entry from the Open Molecules 2025 dataset: C11H7ClN4 in the gas phase in a non-equilibrium geometry (wB97M-V/def2-TZVPD).

Values from the calculation:
Molar mass in g/mol: 230.66
Kohn-Sham gap in eV: 7.762
HOMO level in eV: -8.8
2S+1: 1
Electronic energy in hartree: -1102.49637
SMILES: Clc1c2cncnc2nn1-c1ccccc1
LUMO level in eV: -1.1

The geometry in XYZ format:
```
23
C11H7ClN4 (wB97M-V/def2-TZVPD)
Cl -1.697 -1.240 1.652
N 0.007 -0.059 -1.638
N -3.984 -0.517 -2.457
N -1.830 0.156 -3.282
C -1.179 -0.672 0.071
C -3.182 -0.080 -3.465
C 3.229 0.750 2.453
C 3.548 0.214 1.205
C 1.817 0.885 2.791
C 2.619 -0.199 0.236
C 0.915 0.555 1.818
C 1.209 0.025 0.569
C -3.465 -0.654 -1.164
C -1.248 -0.060 -2.058
C -2.028 -0.538 -0.987
N 0.145 -0.315 -0.298
H -3.658 0.105 -4.404
H 4.010 0.971 3.104
H 4.694 0.155 1.038
H 1.385 1.305 3.659
H 2.863 -0.602 -0.713
H -0.071 0.778 2.161
H -4.099 -0.961 -0.291
```

Atom charges from the Löwdin analysis, given in e for atoms 1 to 2: 0.7078, 0.1351

***

Record 2
Entry from the Open Molecules 2025 dataset: 31 unconnected molecules or ions with the total composition C11H84NO30 in a non-equilibrium geometry (wB97M-V/def2-TZVPD).

Values from the calculation:
Molar mass in g/mol: 710.77
Energy above the lowest of the compared OMol25 structures with the same formula, charge and spin in eV: 0.000
Kohn-Sham gap in eV: 9.028
HOMO level in eV: -12.0
2S+1: 1
Total charge: +1
Electronic energy in hartree: -2780.86307
LUMO level in eV: -3.0

The geometry in XYZ format:
```
126
C11H84NO30 (wB97M-V/def2-TZVPD)
C 41.883 30.169 13.202
C 41.597 31.506 13.763
C 42.834 32.179 14.209
C 42.512 33.631 14.613
N 43.738 34.542 14.731
C 43.202 35.934 15.017
C 44.296 36.900 14.293
C 45.159 36.067 13.417
C 44.503 34.648 13.415
C 44.555 33.856 15.870
C 45.463 34.836 16.723
C 46.187 34.157 17.891
H 40.811 29.844 12.974
H 42.573 29.330 13.779
H 42.246 30.367 12.111
H 40.949 31.541 14.781
H 41.293 32.049 12.987
H 43.541 32.303 13.284
H 43.424 31.683 15.154
H 41.910 33.586 15.576
H 41.707 34.133 13.891
H 42.897 36.247 16.007
H 42.208 36.140 14.352
H 44.861 37.508 14.873
H 43.887 37.869 13.820
H 45.990 35.998 13.926
H 45.232 36.469 12.553
H 45.328 33.739 13.318
H 43.832 34.593 12.542
H 45.167 33.202 15.486
H 43.966 33.284 16.489
H 44.843 35.740 17.233
H 46.393 35.334 16.100
H 45.591 33.544 18.478
H 46.829 34.924 18.394
H 47.055 33.380 17.594
O 45.590 28.705 14.723
H 46.338 28.100 14.731
H 45.029 27.964 14.690
O 49.295 36.107 17.881
H 49.886 36.913 18.024
H 48.864 35.900 18.812
O 41.272 32.268 18.278
H 41.141 32.738 19.167
H 42.069 31.897 18.324
O 43.577 27.550 11.518
H 44.139 28.357 11.363
H 43.783 27.102 10.627
O 44.780 36.929 10.151
H 43.843 36.781 10.061
H 44.720 37.717 9.679
O 47.895 38.129 16.142
H 47.880 37.554 15.321
H 48.369 37.403 16.773
O 47.914 32.970 11.679
H 47.678 33.933 11.679
H 47.814 32.890 12.581
O 46.478 32.014 21.239
H 46.911 31.639 20.515
H 46.366 33.084 21.317
O 42.615 38.847 11.775
H 42.879 39.646 12.378
H 42.909 39.318 11.053
O 40.300 37.819 14.571
H 40.138 36.922 14.869
H 40.308 37.693 13.602
O 44.558 31.909 10.048
H 45.010 32.468 9.387
H 43.826 32.289 10.540
O 47.943 31.237 18.813
H 48.865 31.032 18.488
H 47.318 30.939 18.249
O 39.362 32.823 16.414
H 40.165 32.793 16.885
H 38.793 33.154 17.121
O 48.678 37.029 13.632
H 48.264 37.754 13.026
H 49.557 37.436 13.503
O 42.208 32.930 10.712
H 42.222 33.852 10.629
H 41.400 32.574 10.328
O 38.587 31.344 13.358
H 38.184 30.806 12.677
H 38.493 30.972 14.230
O 41.481 38.541 16.912
H 41.886 39.385 16.916
H 40.973 38.536 16.025
O 40.572 37.001 11.995
H 41.335 37.584 11.882
H 40.089 37.508 11.227
O 38.379 28.414 12.273
H 38.092 27.736 13.002
H 39.330 28.446 12.556
O 41.013 28.000 11.083
H 41.110 28.617 10.335
H 41.963 27.863 11.343
O 46.357 30.775 16.618
H 46.690 31.517 15.907
H 46.205 29.996 16.099
O 45.609 38.289 17.579
H 46.466 38.018 17.061
H 45.471 37.822 18.411
O 47.667 32.236 14.357
H 48.088 32.830 15.132
H 48.102 31.272 14.519
O 43.966 31.135 18.730
H 44.548 30.736 18.218
H 43.738 30.572 19.417
O 45.044 36.716 20.150
H 44.761 37.564 20.528
H 44.078 36.580 19.660
O 46.810 35.510 10.651
H 47.595 36.138 10.244
H 45.931 36.091 10.507
O 42.725 36.710 18.667
H 42.459 37.361 18.187
H 41.886 36.573 19.242
O 39.476 35.362 14.944
H 39.077 35.214 14.069
H 39.435 34.561 15.344
O 45.063 29.747 12.189
H 44.673 30.743 12.198
H 45.143 29.539 13.151
O 37.829 30.614 15.982
H 37.147 31.233 15.709
H 38.546 31.323 16.038
```

Atom charges from the Löwdin analysis, given in e for atoms 1 to 2: -0.1104, -0.3315

***

Record 3
Entry from the Open Molecules 2025 dataset: a molecular structure, C11H8AsNPdS4 in a non-equilibrium geometry (wB97M-V/def2-TZVPD).

Values from the calculation:
Molar mass in g/mol: 463.80
Energy above the lowest of the compared OMol25 structures with the same formula, charge and spin in eV: 0.000
Kohn-Sham gap (alpha / beta) in eV: 4.239 / 5.072
HOMO level (alpha / beta) in eV: 0.9 / -1.7
2S+1: 3
Total charge: -2
Electronic energy in hartree: -4435.18381
LUMO level (alpha / beta) in eV: 5.1 / 3.4

The geometry in XYZ format:
```
26
C11H8AsNPdS4 (wB97M-V/def2-TZVPD)
Pd -1.177 -1.202 0.105
C 3.272 -1.756 -0.069
C 3.679 -0.424 -0.207
C 2.719 0.587 -0.188
C 1.326 0.264 -0.082
N 0.961 -1.048 0.043
C 1.897 -2.011 0.075
C 0.332 1.275 -0.112
C 0.588 2.665 -0.010
C -0.457 3.563 -0.026
C -1.786 3.165 -0.088
C -2.056 1.758 -0.150
C -1.012 0.850 -0.149
H 3.962 -2.543 0.082
H 4.719 -0.108 -0.071
H 2.948 1.649 -0.072
H 1.460 -3.010 0.229
H 1.580 3.046 0.170
H -0.212 4.655 0.071
H -2.603 3.845 0.042
H -3.062 1.388 0.061
S -4.177 -4.515 -1.574
As -3.589 -3.421 0.104
S -3.575 -1.128 -0.180
S -1.281 -3.531 0.157
S -4.457 -4.014 1.838
```

Atom charges from the Löwdin analysis, given in e for atoms 1 to 2: 0.3996, -0.1482

***

Record 4
Entry from the Open Molecules 2025 dataset: a molecular structure, C11H8Cl2MoN3O2S3 (wB97M-V/def2-TZVPD).

Values from the calculation:
Molar mass in g/mol: 477.25
Energy above the lowest of the compared OMol25 structures with the same formula, charge and spin in eV: 0.157
Kohn-Sham gap (alpha / beta) in eV: 6.704 / 6.652
HOMO level (alpha / beta) in eV: -11.3 / -11.3
2S+1: 3
Total charge: +1
Electronic energy in hartree: -2921.75704
LUMO level (alpha / beta) in eV: -4.6 / -4.6

The geometry in XYZ format:
```
30
C11H8Cl2MoN3O2S3 (wB97M-V/def2-TZVPD)
Mo 1.366 -0.766 -1.441
Cl -0.879 -4.026 1.471
C -1.422 -2.437 1.141
C -2.604 -1.956 1.748
C -3.073 -0.701 1.488
Cl -4.526 -0.157 2.237
C -2.377 0.161 0.600
C -2.775 1.457 0.222
C -2.015 2.169 -0.674
C -0.842 1.605 -1.185
N -0.424 0.400 -0.831
C -1.192 -0.334 0.030
C -0.716 -1.635 0.284
O 0.408 -2.013 -0.365
H -3.144 -2.608 2.420
H -3.686 1.876 0.629
H -2.310 3.156 -0.999
H -0.225 2.138 -1.900
S 2.671 -1.912 -5.540
C 2.283 -1.426 -4.073
S 3.283 -1.454 -2.622
S 0.694 -0.709 -3.618
N 1.688 1.768 1.339
C 2.637 0.898 0.984
N 3.694 0.713 1.772
O 2.567 0.241 -0.094
H 1.763 2.337 2.165
H 0.918 1.928 0.714
H 3.834 1.225 2.625
H 4.403 0.063 1.474
```

Atom charges from the Löwdin analysis, given in e for atoms 1 to 2: 1.2304, 0.7883

***

Record 5
Entry from the Open Molecules 2025 dataset: a gas-phase ion, C11H8N (charge +1) in a non-equilibrium geometry (wB97M-V/def2-TZVPD).

Values from the calculation:
Molar mass in g/mol: 154.19
Kohn-Sham gap in eV: 7.247
HOMO level in eV: -12.4
2S+1: 1
Total charge: +1
Electronic energy in hartree: -478.29915
SMILES: C#Cc1ccc2cc[nH+]cc2c1
LUMO level in eV: -5.1

The geometry in XYZ format:
```
20
C11H8N (wB97M-V/def2-TZVPD)
C 4.377 -1.673 -0.781
C 3.327 -1.044 -0.882
C 1.991 -0.321 -0.547
C 1.971 1.200 -0.333
C 0.676 1.876 0.035
C -0.584 1.019 0.184
C -1.942 1.585 0.592
C -3.124 0.680 0.737
N -3.044 -0.720 0.469
C -1.818 -1.295 0.089
C -0.545 -0.491 -0.059
C 0.771 -1.166 -0.431
H 5.319 -2.225 -0.500
H 2.943 1.770 -0.437
H 0.613 2.986 0.217
H -2.070 2.694 0.797
H -4.120 1.127 1.046
H -3.875 -1.322 0.550
H -1.726 -2.405 -0.125
H 0.861 -2.273 -0.621
```

Atom charges from the Löwdin analysis, given in e for atoms 1 to 2: 0.1191, -0.0860

***

Record 6
Entry from the Open Molecules 2025 dataset: C11H8N2O in the gas phase in a non-equilibrium geometry (wB97M-V/def2-TZVPD).

Values from the calculation:
Molar mass in g/mol: 184.20
Energy above the lowest of the compared OMol25 structures with the same formula, charge and spin in eV: 6.282
Kohn-Sham gap (alpha / beta) in eV: 8.581 / 8.581
HOMO level (alpha / beta) in eV: -8.4 / -8.4
2S+1: 1
Electronic energy in hartree: -608.49996
LUMO level (alpha / beta) in eV: 0.2 / 0.2

The geometry in XYZ format:
```
22
C11H8N2O (wB97M-V/def2-TZVPD)
C -1.303 2.362 -0.658
C -2.166 -2.186 -0.331
C -0.279 1.539 -0.840
C 0.312 0.418 -0.384
C -0.891 -0.539 -0.203
C -2.118 -0.127 0.301
C 2.979 0.463 0.059
C 2.046 -1.555 -0.119
C -2.042 2.169 0.596
C 2.368 -0.589 0.913
C 1.644 -0.095 -0.295
N -1.003 -1.842 -0.579
N -2.490 0.977 0.870
O -2.935 -1.222 0.226
H -1.731 3.182 -1.273
H -2.737 -3.148 -0.509
H 2.933 1.498 0.384
H 3.803 0.365 -0.690
H 2.912 -1.985 -0.540
H 1.250 -2.248 -0.103
H -2.578 2.957 1.327
H 2.024 -0.393 1.848
```

Atom charges from the Löwdin analysis, given in e for atoms 1 to 2: -0.1063, -0.1917

***

Record 7
Entry from the Open Molecules 2025 dataset: a molecular structure, C11H9AsBrNO7PdS (wB97M-V/def2-TZVPD).

Values from the calculation:
Molar mass in g/mol: 560.51
Kohn-Sham gap (alpha / beta) in eV: 9.164 / 7.261
HOMO level (alpha / beta) in eV: -9.4 / -9.4
2S+1: 3
Electronic energy in hartree: -6341.80481
LUMO level (alpha / beta) in eV: -0.2 / -2.2

The geometry in XYZ format:
```
32
C11H9AsBrNO7PdS (wB97M-V/def2-TZVPD)
Pd -1.187 0.170 -0.365
O -1.345 -5.580 -2.924
C -1.418 -4.392 -2.302
C -2.380 -4.090 -1.341
C -2.366 -2.840 -0.765
N -1.470 -1.907 -1.103
C -0.553 -2.223 -2.007
Br 0.683 -0.836 -2.323
C -0.468 -3.435 -2.648
H -2.037 -6.173 -2.609
H -3.122 -4.818 -1.041
H -3.079 -2.557 -0.003
H 0.297 -3.649 -3.379
O 1.707 -0.763 1.722
As 0.372 0.252 2.309
O 0.392 0.335 3.927
O -0.981 -0.463 1.568
C 1.019 1.921 1.495
C 2.325 2.141 1.940
C 3.038 3.270 1.576
C 2.454 4.219 0.754
C 1.157 4.035 0.315
C 0.438 2.898 0.679
S -1.209 2.857 0.000
O -1.627 4.203 -0.209
O -2.028 2.013 0.880
O -1.071 2.071 -1.284
H 1.955 -1.364 2.437
H 2.785 1.411 2.592
H 4.046 3.407 1.943
H 2.999 5.108 0.467
H 0.672 4.778 -0.301
```

Atom charges from the Löwdin analysis, given in e for atoms 1 to 2: 0.9620, 0.1029

***

Record 8
Entry from the Open Molecules 2025 dataset: C11H9ClO in the gas phase in a non-equilibrium geometry (wB97M-V/def2-TZVPD).

Values from the calculation:
Molar mass in g/mol: 192.65
Energy above the lowest of the compared OMol25 structures with the same formula, charge and spin in eV: 0.000
Kohn-Sham gap in eV: 9.596
HOMO level in eV: -9.0
2S+1: 1
Electronic energy in hartree: -959.93629
SMILES: O=C(Cl)[C@H]1[C@H]2Cc3ccccc3[C@H]21
LUMO level in eV: 0.6

The geometry in XYZ format:
```
22
C11H9ClO (wB97M-V/def2-TZVPD)
O -2.717 0.959 -1.701
Cl -3.306 -1.165 -0.528
C -2.512 0.340 -0.718
C 2.247 -1.052 -1.501
C 2.409 0.386 -1.647
C 1.569 -1.545 -0.422
C 1.487 1.198 -0.943
C 0.751 -0.758 0.374
C 0.622 0.603 0.095
C -0.300 -1.075 1.434
C -1.963 0.913 0.552
C -0.481 1.303 0.880
C -1.136 0.222 1.654
H 2.685 -1.658 -2.320
H 3.001 0.771 -2.526
H 1.514 -2.682 -0.319
H 1.458 2.266 -1.041
H 0.139 -1.295 2.465
H -0.941 -1.923 1.110
H -2.767 1.566 0.888
H -0.322 2.137 1.505
H -1.438 0.489 2.708
```

Atom charges from the Löwdin analysis, given in e for atoms 1 to 2: 0.0662, 0.7482

***

Repeat the first record exactly.
Entry from the Open Molecules 2025 dataset: C11H7ClN4 in the gas phase in a non-equilibrium geometry (wB97M-V/def2-TZVPD).

Values from the calculation:
Molar mass in g/mol: 230.66
Kohn-Sham gap in eV: 7.762
HOMO level in eV: -8.8
2S+1: 1
Electronic energy in hartree: -1102.49637
SMILES: Clc1c2cncnc2nn1-c1ccccc1
LUMO level in eV: -1.1

The geometry in XYZ format:
```
23
C11H7ClN4 (wB97M-V/def2-TZVPD)
Cl -1.697 -1.240 1.652
N 0.007 -0.059 -1.638
N -3.984 -0.517 -2.457
N -1.830 0.156 -3.282
C -1.179 -0.672 0.071
C -3.182 -0.080 -3.465
C 3.229 0.750 2.453
C 3.548 0.214 1.205
C 1.817 0.885 2.791
C 2.619 -0.199 0.236
C 0.915 0.555 1.818
C 1.209 0.025 0.569
C -3.465 -0.654 -1.164
C -1.248 -0.060 -2.058
C -2.028 -0.538 -0.987
N 0.145 -0.315 -0.298
H -3.658 0.105 -4.404
H 4.010 0.971 3.104
H 4.694 0.155 1.038
H 1.385 1.305 3.659
H 2.863 -0.602 -0.713
H -0.071 0.778 2.161
H -4.099 -0.961 -0.291
```

Atom charges from the Löwdin analysis, given in e for atoms 1 to 2: 0.7078, 0.1351